[1]
{"formula": "C19H25CaClNO5PS", "method": "ωB97M-V/def2-TZVPD", "symbols": ["C", "C", "O", "O", "C", "C", "C", "C", "C", "C", "C", "C", "S", "C", "P", "O", "C", "C", "C", "C", "Cl", "C", "C", "C", "O", "N", "C", "O", "H", "H", "H", "H", "H", "H", "H", "H", "H", "H", "H", "H", "H", "H", "H", "H", "H", "H", "H", "H", "H", "H", "H", "H", "H", "Ca"], "positions_angstrom": [[-1.140, 2.627, -1.563], [-2.129, 3.290, -0.674], [-1.858, 4.328, -0.073], [-3.417, 2.835, -0.468], [-3.513, 1.459, 0.048], [-3.262, 1.339, 1.574], [-3.928, 0.090, 2.162], [-3.222, -1.177, 1.656], [-1.880, -1.366, 2.379], [-0.989, -2.374, 1.638], [-0.026, -1.711, 0.683], [-0.078, -1.882, -0.722], [-1.404, -2.900, -1.323], [0.852, -1.219, -1.584], [0.789, -1.473, -3.400], [-0.489, -1.950, -3.967], [1.864, -0.394, -1.058], [2.945, 0.272, -1.875], [4.351, -0.402, -1.823], [5.481, 0.506, -1.323], [4.320, -1.932, -0.875], [1.884, -0.240, 0.323], [0.981, -0.877, 1.159], [1.365, -0.534, 2.568], [0.716, -0.656, 3.562], [2.662, 0.109, 2.540], [2.816, 0.553, 1.171], [3.468, 1.500, 0.852], [-1.473, 2.700, -2.603], [-0.194, 3.148, -1.434], [-0.991, 1.571, -1.322], [-2.766, 0.829, -0.433], [-4.491, 1.062, -0.218], [-3.624, 2.196, 2.184], [-2.175, 1.320, 1.737], [-3.819, 0.139, 3.249], [-5.000, 0.102, 1.949], [-3.065, -1.130, 0.574], [-3.872, -2.024, 1.879], [-2.077, -1.694, 3.401], [-1.367, -0.402, 2.430], [-1.632, -3.071, 1.107], [-0.419, -2.968, 2.356], [-0.761, -3.517, -2.315], [1.900, -2.306, -3.630], [1.185, -0.244, -3.940], [2.658, 0.333, -2.922], [3.042, 1.301, -1.526], [4.594, -0.725, -2.834], [6.338, 0.452, -1.993], [5.801, 0.217, -0.323], [5.152, 1.545, -1.267], [3.356, -0.601, 2.775], [-3.458, 3.945, 1.530]], "gap_ev": 4.76, "charge": 2}

***

[2]
{"formula": "C46H100BBrN2O9P2SSi", "method": "ωB97M-V/def2-TZVPD", "symbols": ["C", "C", "C", "C", "C", "P", "O", "Br", "C", "C", "B", "O", "O", "C", "N", "C", "O", "P", "C", "C", "C", "C", "C", "C", "O", "Si", "C", "C", "C", "C", "C", "O", "N", "C", "C", "O", "S", "O", "O", "H", "H", "H", "H", "H", "H", "H", "H", "H", "H", "H", "H", "H", "H", "H", "H", "H", "H", "H", "H", "H", "H", "H", "H", "H", "H", "H", "H", "H", "H", "H", "H", "H", "H", "H", "H", "H", "H", "H", "H", "H", "H", "H", "H", "C", "C", "C", "C", "C", "C", "H", "H", "H", "H", "H", "H", "H", "H", "H", "H", "H", "H", "H", "H", "C", "C", "C", "C", "C", "C", "H", "H", "H", "H", "H", "H", "H", "H", "H", "H", "H", "H", "H", "H", "C", "C", "C", "C", "C", "C", "H", "H", "H", "H", "H", "H", "H", "H", "H", "H", "H", "H", "H", "H", "C", "C", "C", "C", "C", "C", "H", "H", "H", "H", "H", "H", "H", "H", "H", "H", "H", "H", "H", "H"], "positions_angstrom": [[-0.592, 2.847, -0.740], [-1.435, 1.672, -0.239], [-0.848, 0.358, -0.772], [-1.817, -0.758, -1.193], [-2.524, -1.678, -0.171], [-3.853, -0.624, 0.735], [-2.886, 0.011, 1.888], [-4.873, -2.157, 2.046], [-1.683, -2.615, 0.763], [-0.648, -1.866, 1.650], [-0.754, -2.182, 3.209], [-0.161, -3.314, 3.744], [-1.367, -1.284, 4.074], [-1.152, -3.971, 0.126], [-0.435, -4.648, 1.202], [0.750, -4.673, 1.420], [1.881, -4.698, 1.719], [-0.127, -3.761, -1.464], [1.235, -2.585, -1.051], [0.929, -5.296, -1.683], [0.665, -6.639, -0.968], [-2.444, -4.879, -0.120], [-2.368, -5.838, -1.306], [-3.711, -6.223, -1.923], [-4.593, -6.790, -0.976], [-6.206, -6.938, -1.357], [-7.022, -5.273, -1.103], [-6.461, -7.585, -3.089], [-6.879, -8.189, -0.148], [-2.904, -5.580, 1.173], [-2.276, -6.902, 1.563], [-2.456, -7.917, 0.957], [-1.517, -6.859, 2.788], [-2.448, -7.199, 3.883], [-0.414, -7.814, 2.743], [-3.640, -4.026, -0.357], [-3.577, -2.729, -1.217], [-2.978, -2.998, -2.486], [-4.903, -2.171, -1.201], [-0.559, 2.887, -1.829], [0.437, 2.686, -0.398], [-0.909, 3.802, -0.322], [-2.476, 1.794, -0.547], [-1.359, 1.688, 0.850], [-0.334, 0.621, -1.701], [-0.056, 0.004, -0.116], [-2.615, -0.261, -1.761], [-1.322, -1.389, -1.933], [-3.191, 0.897, 2.113], [-2.429, -2.995, 1.464], [0.380, -2.052, 1.360], [-0.800, -0.798, 1.563], [-0.795, -3.908, 4.156], [-2.324, -1.361, 4.117], [0.988, -1.585, -1.395], [2.083, -2.926, -1.647], [1.574, -2.572, -0.021], [0.885, -5.464, -2.761], [1.961, -5.008, -1.480], [-0.091, -6.590, -0.196], [1.582, -7.003, -0.504], [0.351, -7.408, -1.674], [-1.824, -5.382, -2.138], [-1.854, -6.755, -1.036], [-3.486, -6.953, -2.710], [-4.154, -5.356, -2.423], [-6.303, -4.475, -1.300], [-7.297, -5.189, -0.049], [-7.904, -5.115, -1.723], [-7.539, -7.730, -3.214], [-5.992, -8.565, -3.202], [-6.118, -6.922, -3.883], [-6.913, -9.193, -0.574], [-6.216, -8.235, 0.720], [-7.870, -7.915, 0.217], [-3.964, -5.767, 0.998], [-2.828, -4.906, 2.027], [-2.515, -8.283, 4.024], [-3.452, -6.834, 3.663], [-2.100, -6.753, 4.816], [0.145, -7.734, 3.677], [0.266, -7.572, 1.927], [-0.751, -8.849, 2.631], [1.110, 4.626, -7.170], [1.970, 3.416, -6.820], [1.269, 2.079, -7.056], [0.011, 1.856, -6.215], [0.232, 1.951, -4.707], [1.193, 0.898, -4.162], [0.213, 4.678, -6.551], [1.663, 5.554, -7.019], [0.797, 4.590, -8.215], [2.302, 3.490, -5.780], [2.878, 3.442, -7.430], [1.980, 1.269, -6.871], [0.998, 2.003, -8.114], [-0.397, 0.869, -6.454], [-0.758, 2.576, -6.506], [-0.733, 1.826, -4.206], [0.585, 2.952, -4.442], [0.821, -0.105, -4.382], [1.287, 0.996, -3.079], [2.196, 0.982, -4.582], [6.453, 2.445, -7.167], [6.148, 3.770, -6.473], [5.805, 4.897, -7.445], [6.920, 5.277, -8.420], [8.232, 5.699, -7.759], [8.100, 6.939, -6.880], [7.326, 2.520, -7.817], [6.656, 1.660, -6.438], [5.606, 2.122, -7.776], [6.994, 4.056, -5.843], [5.300, 3.627, -5.798], [5.507, 5.779, -6.871], [4.923, 4.606, -8.024], [6.562, 6.095, -9.053], [7.117, 4.440, -9.096], [8.966, 5.897, -8.545], [8.637, 4.874, -7.168], [7.727, 7.787, -7.458], [9.064, 7.222, -6.456], [7.413, 6.773, -6.048], [1.444, 0.710, 2.554], [2.652, 1.479, 3.077], [2.873, 1.296, 4.577], [1.717, 1.783, 5.454], [1.343, 3.252, 5.265], [2.468, 4.221, 5.616], [0.515, 1.046, 3.019], [1.337, 0.836, 1.474], [1.554, -0.359, 2.757], [2.541, 2.540, 2.837], [3.549, 1.142, 2.549], [3.796, 1.807, 4.865], [3.040, 0.235, 4.785], [1.984, 1.617, 6.503], [0.834, 1.164, 5.271], [0.479, 3.469, 5.899], [1.015, 3.428, 4.236], [2.785, 4.088, 6.652], [2.139, 5.255, 5.494], [3.338, 4.077, 4.974], [-0.121, 4.990, 8.772], [-0.649, 5.866, 7.640], [0.057, 7.216, 7.533], [-0.095, 8.118, 8.759], [-1.538, 8.440, 9.143], [-2.304, 9.193, 8.059], [-0.275, 5.454, 9.748], [-0.627, 4.024, 8.787], [0.949, 4.804, 8.651], [-1.726, 6.011, 7.759], [-0.519, 5.333, 6.694], [-0.309, 7.739, 6.646], [1.125, 7.043, 7.360], [0.438, 9.055, 8.568], [0.406, 7.659, 9.616], [-1.527, 9.043, 10.055], [-2.073, 7.521, 9.397], [-1.805, 10.133, 7.813], [-3.316, 9.429, 8.388], [-2.387, 8.608, 7.142]], "gap_ev": 8.61, "smiles": "CCCC[C@]1(P(O)Br)[C@H](CB(O)O)[C@](N=C=O)(P(C)CC)[C@@](CCO[Si](C)(C)C)(CC(=O)N(C)C)OS1(=O)=O.CCCCCC.CCCCCC.CCCCCC.CCCCCC"}

***

[3]
{"formula": "C3H6BNO2", "method": "ωB97M-V/def2-TZVPD", "symbols": ["B", "C", "C", "C", "N", "O", "O", "H", "H", "H", "H", "H", "H"], "positions_angstrom": [[0.787, 0.016, -0.715], [1.897, 0.223, -1.669], [1.526, -0.692, 1.814], [-0.534, 0.501, -1.666], [0.629, -0.182, 0.670], [2.584, 0.430, -2.621], [2.777, -0.838, 1.594], [1.042, -0.027, 2.687], [1.018, -1.688, 2.188], [-0.133, 0.668, -2.669], [-0.839, 1.313, -1.188], [-1.254, -0.358, -1.574], [-0.230, 0.018, 1.163]], "gap_ev": [7.47, 7.84], "spin_multiplicity": 3, "s_squared": 2.01, "relative_energy_ev": 1.7528}

***

[4]
{"formula": "C47H31F2N5O9P2Ru", "method": "ωB97M-V/def2-TZVPD", "symbols": ["Ru", "O", "C", "C", "C", "C", "C", "C", "P", "C", "C", "C", "C", "C", "C", "C", "C", "C", "C", "C", "C", "C", "C", "C", "C", "C", "C", "P", "C", "C", "C", "C", "C", "C", "C", "C", "C", "C", "C", "C", "H", "H", "H", "H", "H", "H", "H", "H", "H", "H", "H", "H", "H", "H", "H", "H", "H", "H", "H", "H", "H", "H", "H", "H", "H", "H", "H", "H", "O", "C", "O", "C", "C", "C", "C", "C", "C", "O", "N", "O", "O", "N", "O", "O", "H", "H", "O", "N", "C", "C", "N", "C", "N", "F", "C", "F", "H"], "positions_angstrom": [[0.015, 0.858, 0.404], [-1.258, -2.412, 0.581], [-0.157, -3.174, 0.871], [0.026, -4.479, 0.431], [1.137, -5.188, 0.860], [2.065, -4.611, 1.712], [1.902, -3.289, 2.090], [0.804, -2.543, 1.659], [0.679, -0.771, 2.055], [2.418, -0.349, 2.399], [2.808, 0.199, 3.617], [4.128, 0.588, 3.813], [5.056, 0.427, 2.797], [4.670, -0.125, 1.581], [3.355, -0.510, 1.381], [-0.168, -0.701, 3.666], [-0.125, -1.781, 4.545], [-0.781, -1.718, 5.766], [-1.488, -0.579, 6.122], [-1.536, 0.503, 5.254], [-0.886, 0.437, 4.031], [-2.107, -2.754, -0.454], [-2.922, -3.876, -0.366], [-3.747, -4.190, -1.431], [-3.767, -3.383, -2.565], [-3.000, -2.236, -2.602], [-2.162, -1.892, -1.537], [-1.336, -0.249, -1.514], [-2.831, 0.721, -1.944], [-3.915, 0.567, -1.077], [-5.098, 1.252, -1.288], [-5.222, 2.102, -2.381], [-4.166, 2.232, -3.266], [-2.978, 1.541, -3.053], [-0.219, -0.337, -2.948], [0.209, 0.793, -3.640], [1.147, 0.678, -4.656], [1.678, -0.562, -4.981], [1.276, -1.687, -4.276], [0.336, -1.576, -3.265], [-0.682, -4.943, -0.237], [1.270, -6.208, 0.524], [2.923, -5.172, 2.055], [2.661, -2.812, 2.696], [2.090, 0.319, 4.419], [4.425, 1.019, 4.760], [6.083, 0.732, 2.950], [5.388, -0.247, 0.781], [3.064, -0.912, 0.420], [0.411, -2.681, 4.277], [-0.739, -2.564, 6.438], [-2.004, -0.536, 7.072], [-2.078, 1.399, 5.529], [-0.929, 1.291, 3.367], [-2.914, -4.477, 0.532], [-4.382, -5.064, -1.373], [-4.403, -3.637, -3.402], [-3.061, -1.575, -3.459], [-3.850, -0.126, -0.245], [-5.928, 1.114, -0.606], [-6.141, 2.648, -2.545], [-4.259, 2.873, -4.132], [-2.182, 1.646, -3.775], [-0.144, 1.775, -3.360], [1.474, 1.566, -5.181], [2.416, -0.648, -5.767], [1.703, -2.654, -4.507], [0.040, -2.464, -2.719], [-0.260, 4.531, -1.075], [0.162, 3.403, -1.136], [-0.569, 2.338, -0.826], [1.515, 3.083, -1.704], [2.117, 4.065, -2.468], [3.352, 3.839, -3.046], [4.024, 2.649, -2.872], [3.415, 1.662, -2.127], [2.155, 1.830, -1.509], [1.653, 0.888, -0.768], [4.165, 0.403, -2.009], [5.380, 0.481, -1.990], [3.547, -0.628, -1.837], [3.971, 4.881, -3.873], [5.045, 4.632, -4.385], [3.345, 5.909, -4.041], [1.610, 5.011, -2.594], [4.995, 2.484, -3.311], [-2.422, 1.509, 1.216], [-3.001, 2.097, 2.085], [-3.852, 1.666, 2.960], [-4.386, 2.575, 3.929], [-4.812, 3.269, 4.738], [-4.206, 0.272, 2.961], [-4.454, -0.849, 2.948], [-0.231, 3.221, 2.033], [0.750, 2.280, 1.801], [1.800, 2.937, 1.216], [1.104, 1.969, 2.788]], "gap_ev": [6.82, 5.96], "spin_multiplicity": 5, "s_squared": 6.03, "relative_energy_ev": 0.7476}

***

[5]
{"formula": "C6H10N2OS", "method": "ωB97M-V/def2-TZVPD", "symbols": ["C", "C", "C", "C", "C", "C", "N", "N", "O", "S", "H", "H", "H", "H", "H", "H", "H", "H", "H", "H"], "positions_angstrom": [[-0.366, -1.581, -0.292], [0.048, 1.063, -0.964], [-0.901, 0.715, 0.155], [1.326, 1.802, -0.394], [-0.996, -0.689, 0.419], [-1.701, -1.134, 1.717], [-0.143, -2.427, -1.159], [1.914, 0.843, 0.503], [2.504, -0.710, -1.419], [2.453, -0.518, 0.038], [0.473, 0.191, -1.415], [-0.376, 1.728, -1.885], [-0.415, 1.368, 0.970], [-1.896, 1.161, -0.143], [2.015, 2.066, -1.174], [0.984, 2.615, 0.139], [-2.788, -0.566, 1.741], [-1.043, -0.916, 2.565], [-1.864, -2.171, 1.809], [0.771, -2.838, -1.210]], "gap_ev": 7.87, "relative_energy_ev": 4.1502}

***

[6]
{"formula": "C12H28N4O4", "method": "ωB97M-V/def2-TZVPD", "symbols": ["C", "O", "N", "C", "C", "H", "H", "H", "H", "H", "H", "H", "C", "O", "N", "C", "C", "H", "H", "H", "H", "H", "H", "H", "C", "O", "N", "C", "C", "H", "H", "H", "H", "H", "H", "H", "C", "O", "N", "C", "C", "H", "H", "H", "H", "H", "H", "H"], "positions_angstrom": [[1.680, 2.673, -15.247], [0.897, 1.725, -15.359], [1.427, 3.987, -15.339], [2.455, 4.963, -15.084], [0.213, 4.515, -15.935], [2.611, 2.626, -14.661], [3.201, 4.611, -14.371], [2.150, 5.983, -14.850], [2.937, 5.174, -16.039], [-0.445, 3.755, -16.356], [-0.381, 4.885, -15.099], [0.277, 5.372, -16.607], [-3.104, 4.225, -13.296], [-3.264, 3.256, -12.571], [-2.128, 5.172, -13.145], [-1.774, 6.043, -14.237], [-1.095, 5.039, -12.099], [-3.764, 4.405, -14.158], [-2.455, 6.047, -15.088], [-0.745, 5.815, -14.514], [-1.767, 7.098, -13.966], [-0.863, 5.960, -11.564], [-1.247, 4.257, -11.356], [-0.188, 4.751, -12.631], [0.529, 7.185, -15.575], [1.408, 6.918, -16.367], [-0.636, 7.704, -15.982], [-1.674, 7.889, -15.017], [-1.061, 7.967, -17.375], [0.568, 7.051, -14.482], [-2.389, 7.069, -15.092], [-2.264, 8.801, -15.108], [-1.337, 7.922, -13.981], [-1.234, 9.042, -17.422], [-0.378, 7.788, -18.204], [-1.895, 7.309, -17.617], [2.178, 10.748, -16.413], [1.009, 11.135, -16.557], [2.555, 9.536, -16.821], [1.819, 8.524, -17.525], [3.923, 9.045, -16.488], [2.937, 11.367, -15.910], [2.231, 7.517, -17.461], [1.717, 8.710, -18.594], [0.828, 8.654, -17.089], [4.745, 9.745, -16.337], [3.725, 8.629, -15.501], [4.268, 8.122, -16.954]], "gap_ev": 8.45, "relative_energy_ev": 16.2316}

***

Q: What is the formula in the fourth record?
A: C47H31F2N5O9P2Ru